{
  "formula": "C17H24N2O2",
  "method": "the ωB97M-V functional and the def2-TZVPD basis",
  "species": ["O", "O", "N", "N", "C", "C", "C", "C", "C", "C", "C", "C", "C", "C", "C", "C", "C", "C", "C", "C", "C", "H", "H", "H", "H", "H", "H", "H", "H", "H", "H", "H", "H", "H", "H", "H", "H", "H", "H", "H", "H", "H", "H", "H", "H"],
  "coordinates": [[0.1625, 1.7125, -1.0680], [-2.0178, 3.4571, -3.0665], [-2.0814, 1.5727, -1.7376], [-1.4371, 0.1308, -0.0991], [0.4600, -1.2784, 0.5594], [-1.0771, -3.2726, 1.0449], [-0.1196, -3.6918, 2.1885], [-0.1874, -2.5205, -0.0135], [-1.0866, 1.1698, -0.9656], [2.3692, 2.7748, -3.0069], [-2.1284, -2.3095, 1.5322], [-1.5137, -1.0370, 2.1134], [0.0940, 2.6207, -2.1317], [1.3248, -1.7014, 1.7511], [0.4766, -2.3924, 2.8129], [2.1597, 3.8715, -1.9846], [-0.6502, -0.3099, 1.0494], [-1.4137, 2.5507, -2.4647], [-0.6451, -1.4245, 3.2946], [0.6515, 3.9605, -1.6686], [0.9730, 2.2039, -3.3318], [1.0899, -0.7857, -0.1881], [3.0059, 1.9844, -2.5967], [-2.3958, -0.2233, -0.2277], [-2.8019, -2.0120, 0.7351], [-2.3441, -0.4047, 2.3887], [2.6418, 4.7977, -2.3406], [0.5450, -3.1918, -0.5051], [-0.8541, -2.2524, -0.8284], [1.0277, 1.1071, -3.4833], [2.0941, -2.4169, 1.4500], [2.7065, 3.6229, -1.0807], [1.8095, -0.8141, 2.2019], [2.8565, 3.1607, -3.8927], [0.3993, 4.1636, -0.6080], [-0.2242, -0.5513, 3.7564], [0.1481, 4.7416, -2.2900], [-1.5762, -4.1567, 0.6451], [-2.7383, -2.8258, 2.2919], [-1.2600, -1.9571, 4.0680], [-0.6504, -4.2860, 2.9182], [0.5850, 2.6207, -4.2341], [1.0925, -2.6234, 3.6780], [0.6929, -4.3514, 1.8335], [-0.1629, 0.5672, 1.5009]],
  "atomic_forces_ev_per_a": [[-1.084, -2.543, 1.774], [1.689, -1.955, 0.345], [2.971, 0.459, -0.190], [0.973, 1.486, -0.379], [0.119, -0.241, 0.734], [1.827, 0.146, -0.362], [-0.046, 0.668, 0.055], [-0.912, -1.198, -0.760], [-2.275, -2.451, 0.934], [-0.166, -0.733, -0.258], [-0.292, -0.004, 0.486], [0.064, -0.175, -0.593], [-0.765, 0.369, -1.534], [0.185, 0.447, 0.433], [-0.671, -0.058, 0.020], [0.503, 0.799, 0.661], [0.629, -0.435, -0.288], [-2.611, 3.792, -0.672], [-0.248, -1.372, 0.181], [-0.526, 0.889, -0.731], [0.751, -0.853, 0.914], [-0.188, 0.039, -0.002], [-0.051, 0.112, -0.114], [0.935, 0.686, 0.004], [-0.248, -0.288, -0.346], [-0.152, 0.516, 0.351], [-0.643, -0.076, 0.217], [-0.131, 0.211, 0.588], [-0.126, 0.259, -0.274], [-0.312, 0.516, 0.233], [0.158, 0.247, -0.207], [0.027, -0.058, 0.259], [-0.014, -0.327, -0.230], [0.103, -0.056, -0.260], [0.228, -0.166, -0.627], [0.379, 0.468, 0.322], [0.373, -0.524, 0.456], [0.218, 0.022, -0.333], [0.031, 0.361, -0.091], [0.379, 0.515, -0.591], [-0.304, -0.051, 0.489], [-0.482, 0.482, -0.539], [0.164, -0.201, 0.064], [-0.260, 0.391, -0.123], [-0.199, -0.110, -0.016]],
  "nbo_charge": [-0.477, -0.586, -0.571, -0.613, -0.238, -0.219, -0.402, -0.411, 0.736, -0.406, -0.402, -0.220, 0.143, -0.402, -0.213, -0.413, -0.031, 0.618, -0.400, -0.419, -0.415, 0.223, 0.205, 0.427, 0.195, 0.216, 0.216, 0.214, 0.209, 0.223, 0.210, 0.206, 0.204, 0.212, 0.228, 0.208, 0.243, 0.215, 0.213, 0.210, 0.204, 0.231, 0.213, 0.208, 0.205],
  "multiplicity": 1,
  "largest_force_ev_per_a": 4.7,
  "smiles": "O=C1N=C(N[C@H]2[C@@H]3C[C@H]4C[C@@H](C3)C[C@@H]2C4)OC12CCCC2",
  "gap_ev": 9.7,
  "total_energy_ha": -922.21560,
  "charge": 0
}


{
  "formula": "C17H24N2O3S",
  "method": "the ωB97M-V functional and the def2-TZVPD basis",
  "species": ["S", "O", "O", "O", "N", "N", "C", "C", "C", "C", "C", "C", "C", "C", "C", "C", "C", "C", "C", "C", "C", "C", "C", "H", "H", "H", "H", "H", "H", "H", "H", "H", "H", "H", "H", "H", "H", "H", "H", "H", "H", "H", "H", "H", "H", "H", "H"],
  "coordinates": [[2.9682, 1.6002, -0.7600], [3.3217, 2.5739, 0.2326], [3.4037, 1.7890, -2.1125], [-2.7034, -1.2967, -1.6419], [3.5840, 0.1499, -0.2519], [-2.9254, 0.7118, -0.6224], [-0.9035, 1.5664, 0.4276], [-3.4182, -0.4654, -1.1242], [0.5445, 0.9219, -1.8769], [-0.8164, 0.6944, -1.8295], [0.4673, 1.7826, 0.3624], [3.5781, -0.1575, 1.1616], [-4.9137, -0.6755, -1.0136], [2.8462, -1.4708, 1.4642], [-1.6531, 1.9867, 1.6634], [3.4978, -0.9768, -1.1442], [-1.5413, 0.9805, -0.6725], [2.2290, -1.8249, -0.9270], [-3.6595, 1.5951, 0.2630], [1.1818, 1.4405, -0.7661], [0.7951, -2.8367, 0.8793], [1.6782, -1.6538, 0.4956], [-3.0847, 1.4613, 1.6721], [-4.7192, 1.3556, 0.2500], [-0.0196, -2.9396, 0.1664], [-3.5320, 2.6237, -0.0916], [-1.6657, 3.0808, 1.6948], [-1.1154, 1.6473, 2.5507], [3.1033, 0.6854, 1.6656], [3.5314, -2.3141, 1.3589], [-1.3254, 0.2825, -2.6844], [-3.0981, 0.4074, 1.9579], [2.4907, -1.4557, 2.4954], [-3.6916, 2.0178, 2.3867], [1.4530, -1.5527, -1.6425], [-5.2151, -0.8023, 0.0241], [1.1199, 0.7197, -2.7656], [-5.1550, -1.5861, -1.5557], [0.3696, -2.6909, 1.8699], [1.3701, -3.7603, 0.8860], [0.9923, 2.2263, 1.1945], [2.4785, -2.8746, -1.0934], [3.5407, -0.5708, -2.1545], [-5.4612, 0.1548, -1.4531], [1.0652, -0.7476, 0.5312], [4.6158, -0.2136, 1.5147], [4.3918, -1.5894, -0.9854]],
  "atomic_forces_ev_per_a": [[0.240, -0.036, 0.087], [-0.235, -0.177, 0.187], [-0.269, -0.257, -0.103], [0.030, -0.203, -0.094], [-0.357, 1.049, -0.359], [0.094, 0.313, -0.075], [0.020, -0.088, -0.114], [-0.362, -0.169, 0.009], [-0.137, 0.026, -0.104], [0.159, 0.012, -0.037], [0.020, 0.058, -0.053], [0.157, 0.016, 0.657], [0.108, -0.188, -0.144], [-0.196, 0.231, -0.258], [-0.149, -0.059, 0.094], [-0.100, -0.376, -0.558], [0.517, -0.032, -0.003], [0.033, 0.189, 0.140], [-0.194, 0.010, 0.370], [0.683, 0.182, 0.084], [0.074, 0.328, -0.068], [0.047, -0.323, 0.102], [0.015, 0.201, -0.098], [0.078, 0.028, -0.078], [-0.129, -0.086, -0.062], [-0.100, -0.045, 0.010], [-0.005, -0.019, 0.057], [0.016, 0.061, -0.002], [0.066, -0.137, 0.181], [0.030, -0.104, 0.055], [-0.008, -0.014, -0.040], [-0.070, -0.022, 0.016], [0.060, -0.040, 0.047], [-0.009, -0.027, 0.034], [0.012, -0.091, -0.047], [-0.078, 0.056, 0.082], [0.003, -0.069, -0.166], [0.051, 0.026, 0.016], [-0.087, -0.034, 0.120], [0.066, -0.139, 0.003], [0.009, 0.076, 0.161], [-0.022, -0.068, -0.029], [0.131, -0.250, -0.035], [-0.090, 0.080, 0.053], [0.033, -0.059, -0.013], [-0.126, 0.085, 0.035], [-0.032, 0.084, -0.062]],
  "nbo_charge": [2.339, -0.946, -0.942, -0.606, -0.681, -0.475, -0.066, 0.692, -0.204, -0.205, -0.186, -0.215, -0.715, -0.418, -0.412, -0.234, 0.237, -0.421, -0.210, -0.335, -0.597, -0.221, -0.408, 0.220, 0.220, 0.200, 0.217, 0.224, 0.220, 0.197, 0.241, 0.205, 0.216, 0.217, 0.217, 0.227, 0.242, 0.248, 0.203, 0.199, 0.238, 0.206, 0.239, 0.227, 0.206, 0.198, 0.198],
  "multiplicity": 1,
  "largest_force_ev_per_a": 1.2,
  "smiles": "CC(=O)N1CCCc2cc(S(=O)(=O)N3CCC(C)CC3)ccc21",
  "gap_ev": 9.3,
  "total_energy_ha": -1395.63170,
  "charge": 0
}


The following energy relative to the best compared isomer or geometry (same formula, charge and spin) values (in eV) correspond, in order, to the records above: 0.899 1.036.